No. 1
The following is a quantum chemistry calculation of C53H105Br9Cl8O8P2 as an isolated structure at a distorted geometry, from the Open Molecules 2025 dataset.

calculated total energy = -822179.866 eV
M = 1935.1 g/mol
energy relative to the best compared isomer or geometry (same formula, charge and spin) = 0.0 kcal/mol

ORCA input file:
```
! RIJCOSX wB97M-V def2-TZVPD def2/J DEFGRID3
* xyz 0 1
C 0.93531 3.68625 -1.84393
P -3.46483 -5.11771 -0.80103
H 1.86317 3.53921 -5.08928
H 2.78768 3.90519 0.39406
C 0.38884 7.00109 0.89567
Br 6.67141 1.69307 4.06107
Br 1.61890 10.00820 -3.04148
Cl 0.80203 -1.07447 -5.69330
H 0.32528 4.59845 -1.85844
C -3.75065 -6.28331 1.78560
H 0.14403 3.44683 0.14553
H -7.00248 -0.71548 0.38791
H -3.48585 -4.91284 -3.07960
C 3.99290 -1.37162 -3.30246
C -1.68279 -5.07395 -0.48725
H 0.67074 7.86888 1.49332
H -0.45095 0.89905 1.38156
H -4.24026 2.10961 -5.84352
H 0.67794 -5.80648 1.03871
H -6.40144 2.71474 -5.35240
Br 3.35013 9.53827 -0.34580
H -3.84023 -2.87181 -1.32728
H 5.49095 5.96973 8.23335
C 2.96428 8.96356 -2.15239
H 2.55894 -2.76016 -2.60052
Cl 4.03957 -0.94270 2.65335
C -4.48002 1.81638 -4.81993
H -0.90668 -6.85438 -1.40282
H 2.47812 -5.80493 -0.65814
P 1.14561 1.29498 -0.22790
H 4.96708 2.25397 1.67420
H -1.11675 -0.50485 3.67879
H -5.15569 -7.77815 2.42047
H 4.90643 6.60936 6.67687
H -0.15667 0.58392 -4.44841
H -3.43298 -5.29076 2.14229
H 1.46088 -1.55020 -0.99296
H -5.06961 -5.58096 -2.43894
H -2.90633 -7.64869 4.00001
H 1.15632 -0.66446 2.35060
H 2.88854 0.93090 1.16310
C -5.83813 2.39888 -4.48317
H -1.49915 -7.14807 0.19679
H 1.47827 1.75115 6.91309
H -0.70168 2.48657 -1.11867
H 5.02728 3.86282 -2.39331
C 8.43422 2.45590 3.96667
C 2.59324 -1.67518 -2.70093
H -6.82241 -2.37613 0.01769
H -4.56354 -1.03243 -0.09317
Br 3.61687 0.42934 7.24548
Cl 5.79813 -2.37852 0.71650
C -1.27318 5.90353 2.30111
C 0.88171 3.08626 -3.24394
C 4.55223 3.19570 1.28762
C 0.27135 2.81103 -0.73186
C 1.42995 -5.70011 -0.96369
H 1.25490 1.22063 -5.38734
H -0.68686 -0.23062 0.02166
C -6.50552 -1.61768 0.73995
C 5.40930 4.50080 6.68607
H -1.26974 -4.35861 -1.21162
H -2.59504 2.66710 -4.33495
H -5.28198 -3.72271 -0.88665
O 2.04333 3.83078 7.33517
H 3.92752 4.42470 5.18774
C -4.58965 -6.93955 2.84779
H 0.84441 -7.30717 0.23146
H -0.23520 -2.03853 -3.44775
C -0.69629 -1.83218 2.03242
C -3.52888 2.43088 -3.82342
H 1.90874 4.03605 -1.49748
H -2.40160 -0.54305 2.44975
C 3.32031 2.94561 0.44887
C 5.50703 -0.92482 1.68470
C 2.34286 -1.00778 -1.34382
C 1.35390 4.10825 -4.30706
H -2.94745 2.07009 -0.36456
C 0.35154 0.62485 -5.41347
H -4.50894 -8.06003 4.72074
C -4.31431 -2.88362 0.81558
H 3.38332 3.87756 3.00690
H -0.97055 -2.27604 -1.75052
H 4.19994 -0.30568 -3.33216
C 3.10795 4.32449 7.09189
C -1.09431 6.74468 1.05606
H -0.28353 -2.71792 2.53052
H 0.59226 7.13747 -0.15765
C -3.98011 -5.66427 -2.43829
Cl -2.59753 2.44099 1.90407
H -3.20757 0.53842 0.51375
H 2.03383 4.84909 -3.88672
H -1.54125 6.25792 0.18721
C -4.98967 -1.49744 0.80138
C 5.64934 3.04792 -2.74879
H -5.45530 -6.34999 3.18628
H -2.83554 -0.69319 -2.41103
H -3.90891 -9.62555 -4.68823
Cl 5.93994 1.86324 -1.47317
H -4.25102 -6.58697 -4.81858
Br 1.92062 1.05056 4.59242
H -2.47521 -8.63262 -4.67233
C 0.47691 -6.28499 0.07627
C 0.05654 0.21002 0.69950
H 6.60748 3.40669 -3.10792
Cl -5.09476 2.06937 0.46855
H -4.62501 -0.99948 1.69880
C 0.47115 -0.99590 1.56434
H 3.60064 2.82672 -0.59997
H 1.22990 0.50259 -2.40067
H 3.11571 -1.10782 -0.57793
C -1.15342 -2.06166 -2.84241
H 0.56527 4.61398 -4.86636
H 2.83915 1.11266 -1.77815
O 0.43024 4.19030 2.85153
Cl 4.93490 2.34468 -4.19373
C -0.95627 -6.41501 -0.40219
H -6.82437 -1.95430 1.72698
Cl -0.84066 1.23369 -6.54888
H 1.55303 2.23886 -3.32609
H -4.42057 0.73226 -4.74032
H -2.73090 -6.69184 1.83573
H 5.41222 3.60349 0.75051
H 1.84299 2.23235 1.87424
O 3.52549 5.43854 7.73530
H -1.25044 6.42577 3.25818
H -4.18852 -7.29692 -0.05179
H 5.34987 -0.09717 0.99643
H -3.90013 -6.46941 4.87047
C 4.86583 5.76606 7.36769
H -3.30823 -2.76718 1.23525
H -1.61668 -4.59501 0.49919
C -1.78628 -0.66560 -2.81356
H 1.45134 -6.31413 -1.86726
C 4.15291 3.86356 6.09640
H 4.75761 -1.93919 -2.76445
H 1.90179 -1.30527 -3.45635
H 1.30554 -4.63255 -1.14430
H -2.41947 -6.91717 -3.05068
H 4.10888 5.10186 2.09338
Br 0.69385 -0.66078 7.04299
C -4.25008 -3.54463 -0.55486
Br 9.24849 2.76798 5.69263
H -4.76035 -3.56366 1.55243
H 4.01336 -1.84213 -4.28835
H 6.09972 4.67596 5.85760
C -3.93014 -7.31376 4.17885
H -5.25015 -7.72907 -3.93683
C -5.50568 3.52454 -3.50577
O -1.22515 0.38137 -2.10032
H 6.36687 -0.69354 2.30130
C 4.32756 4.11059 2.50372
C 2.38220 1.88788 0.99021
H 5.18168 4.05647 3.17094
C 0.10342 5.18552 2.27323
C -4.25212 -6.28431 0.35236
C 1.84399 0.81839 6.50290
H -3.25358 1.67510 -3.08251
Br 2.53148 7.06135 -2.26544
C -3.40664 1.60216 0.49887
H 1.11647 -1.62295 0.94271
H -2.05998 5.16677 2.19998
C -3.49257 -7.04666 -2.90182
H -3.63211 -8.38251 -5.98563
H -2.09229 -0.39707 -3.86045
H -0.13749 2.74829 -3.43028
H -2.27095 -1.85318 3.56129
C 1.97580 0.46189 -1.60454
H -1.67176 7.66900 1.15860
H 3.82898 9.11868 -2.78043
H 4.12410 2.78644 5.99495
Br 8.34977 4.07841 2.88405
H -6.41484 1.75618 -3.81121
O 0.95693 5.79046 1.41372
C -3.53570 -8.63424 -4.93207
O -1.99107 -3.05414 -3.29213
C -1.66752 -1.14597 2.98891
H -3.67602 -7.79717 -2.12628
H 9.09238 1.82907 3.38342
H 5.96827 3.88769 7.39427
H -5.31424 -6.01481 0.30898
H -1.20653 -2.28766 1.17636
O -6.30998 4.26962 -3.02192
C -4.21631 -7.47060 -4.17826
O -4.18685 3.55576 -3.19352
*
```

These are the Löwdin partial charges, in e, on atoms 1 to 4: C -0.232; P 1.013; H 0.053; H 0.099

---

No. 2
The following is a quantum chemistry calculation of C53H109N6O7 as an isolated structure at a distorted geometry, from the Open Molecules 2025 dataset.

calculated total energy = -79935.581 eV
M = 942.5 g/mol

ORCA input file:
```
! RIJCOSX wB97M-V def2-TZVPD def2/J DEFGRID3
* xyz 5 1
H -22.88737 -4.19292 8.03574
H -23.16450 5.67493 6.20982
H -9.19741 1.23000 3.94330
H -24.23194 -3.55547 11.48693
N -12.43674 0.04945 4.11103
H -20.13272 -2.83336 11.30226
O -22.75812 1.73365 3.86920
H -13.45027 -2.22934 11.38828
H -12.49688 1.76199 8.42158
H -21.42902 -4.89637 11.37224
C -17.91830 -6.31318 3.24720
C -21.54920 -2.76331 9.50478
H -21.13109 -1.45272 11.30003
H -12.05463 4.48094 9.36325
H -22.80447 -7.07532 10.18445
H -15.33338 -0.94463 10.45980
H -15.29442 5.62234 6.37608
H -12.02553 -4.45166 11.84980
H -16.43556 3.23079 9.90217
H -16.53154 4.81973 9.22561
H -20.84651 4.78700 5.69181
C -23.16487 3.83746 4.88975
C -14.24528 -1.52576 4.74418
C -20.58522 -2.11038 10.62355
H -10.05380 -1.40539 5.66588
H -14.11391 5.41720 8.22257
H -22.70617 -2.81019 11.99384
H -12.23721 3.93051 7.67007
C -15.71073 4.73255 5.90381
C -22.69916 4.70785 3.76599
H -16.28570 -5.20126 2.26342
C -13.33183 -3.81703 9.95311
H -15.88293 -5.31536 8.05421
H -11.49021 1.68689 1.83791
H -20.34685 -3.77600 5.54436
H -19.03483 2.01249 5.35541
H -15.64293 -6.36266 3.45349
H -14.99903 4.53344 3.94967
H -18.90253 -3.28909 6.39062
H -23.10407 4.32695 2.82841
H -14.22738 4.61570 9.86818
H -13.09848 -5.07568 8.19233
H -12.32524 -2.98057 4.44126
H -21.88896 2.75446 7.61818
H -14.46064 -2.46171 5.25967
C -21.42942 4.52233 6.57401
H -23.60691 -5.99853 11.43173
H -19.79794 -4.30382 0.95141
H -19.87967 -6.37954 2.38528
H -18.11675 -4.09623 1.25051
C -19.35338 -3.65644 2.92727
H -21.00179 -3.27835 8.71537
H -18.80031 -0.97984 10.77434
C -11.89237 -2.24619 5.12052
C -16.42648 -6.18208 2.71759
H -16.72649 4.77595 6.29682
C -18.17948 -7.74262 3.63255
H -21.41456 -0.06227 5.37496
H -11.80358 0.22587 6.63331
H -9.38034 -1.05911 3.11397
H -23.66460 -1.98174 10.87180
H -16.61142 -5.31514 11.89098
C -14.08717 4.48975 8.79460
H -14.44577 -1.82625 3.71577
H -16.44670 -3.61313 3.42419
H -21.25238 -5.31749 9.67571
H -13.49058 0.54487 6.59589
C -13.00244 2.46859 9.07978
C -22.87158 4.62678 6.14930
H -17.30537 -8.07675 4.19144
H -10.25661 0.58931 1.44218
H -19.95068 1.62579 3.98945
C -23.52463 -4.19866 8.92004
H -20.38229 -3.92782 3.16345
C -24.12139 -5.50388 9.39473
H -18.29103 -8.38037 2.75566
C -21.10237 3.08144 6.93813
O -17.06873 0.83028 8.03379
H -11.98251 0.01495 1.45361
H -21.97542 0.49879 6.97232
C -21.98192 -5.09123 10.45332
C -19.43027 -1.38441 9.98215
C -21.17122 2.10880 5.69199
H -14.90740 -0.69865 5.00022
C -13.66530 -2.35320 10.32690
H -17.11628 -2.51130 10.27206
C -16.47920 3.76558 8.95339
C -16.23654 -4.40119 8.53102
C -18.53693 -3.85923 4.19639
C -21.22851 0.63658 6.19050
H -11.19719 -3.36488 10.78427
H -18.47856 -6.47229 1.32537
H -9.86423 -2.84195 4.63672
H -15.12608 -1.85273 8.88829
H -17.93661 -4.62247 10.92353
C -10.20400 1.13282 4.35003
H -17.08480 -6.14631 10.37500
H -19.66869 -2.21651 5.34227
C -10.40243 -1.24078 3.44626
C -17.00391 -5.18503 10.88246
C -18.92297 -5.91366 2.14911
C -11.97922 -4.12370 10.81134
O -13.36277 1.12338 3.97969
N -14.53302 -4.61129 10.42689
H -12.99373 -0.91406 7.33438
H -13.63070 -3.45433 7.89026
C -12.67769 3.91952 8.66704
C -17.18106 -3.10501 4.04918
H -19.47591 -2.62289 2.60346
C -19.88473 2.37578 4.77766
H -16.55139 3.88093 4.05565
C -11.02113 0.19798 3.46288
H -23.52476 4.16662 6.89072
C -10.44479 -1.93330 4.79610
H -17.34045 -2.10079 3.65645
C -11.22672 0.63388 1.93714
H -10.74242 2.06038 4.54458
H -15.68650 -3.65330 7.95988
H -12.94643 -1.72570 9.80005
H -18.84689 -2.06453 9.36150
C -15.94332 -4.31464 10.07473
H -16.23229 -2.67384 11.57685
H -17.44336 -0.98462 6.42108
H -21.01014 5.11099 7.38995
N -22.41622 2.49258 4.94142
C -15.94261 4.68211 4.47469
H -16.72785 -3.19043 5.03681
C -15.12642 3.50101 6.77096
H -25.13329 2.91574 4.04647
C -16.11742 -2.87581 10.51190
C -19.03325 -4.46466 1.71134
H -14.13240 3.28905 6.37712
O -14.14097 -5.95737 10.55646
H -22.04241 -1.94988 8.97263
H -12.56397 2.27787 10.05930
N -15.10380 3.45280 8.27990
H -22.97967 5.75450 3.88401
H -12.00679 -2.71551 6.09763
H -18.99322 -7.89035 4.34256
C -14.45970 2.21213 8.90667
H -14.76144 1.37212 8.28103
H -20.15925 3.10857 7.48393
C -24.65526 3.42668 4.88225
H -17.37820 3.35390 8.49467
C -19.39102 -3.26794 5.41644
O -17.47402 -1.21771 7.35185
O -17.17692 0.22122 5.93327
C -12.83215 -1.02303 5.13026
H -20.20130 0.36802 6.43709
C -15.06416 -1.88359 9.97609
H -16.28528 5.62439 4.04718
O -17.69553 -5.57964 5.74989
H -24.89635 2.85269 5.77696
H -17.29288 -4.30081 8.28165
H -19.83668 -0.62665 9.31227
H -11.00004 -1.82679 2.74802
H -19.72828 3.39321 4.41923
C -23.36339 -2.99337 11.14378
C -23.09055 -6.06418 10.47404
H -11.43310 -4.85904 10.22047
H -16.15519 -6.83813 1.89049
H -25.19088 -5.47562 9.60329
H -11.90797 -3.78425 8.16964
C -17.20123 -0.00107 7.13844
H -9.96790 0.70687 5.32518
N -18.16841 -5.35657 4.44496
H -14.89911 1.96380 9.87277
C -12.92221 -4.03852 8.47751
H -21.62078 4.68553 3.60881
H -24.27525 -3.44895 8.66983
H -15.73029 2.65251 6.44928
C -12.76699 -0.26338 6.48982
H -25.24900 4.33939 4.93248
N -22.60475 -3.74185 10.01999
H -24.04628 -6.16765 8.53342
*
```

These are the Löwdin partial charges, in e, on atoms 1 to 4: H 0.124; H 0.151; H 0.124; H 0.118

---

HOMO (computed, eV): -5.19, -18.34
HOMO-LUMO gap (computed, Eh): 0.1691, 0.1662